Model a:
C18H18N2O4 in the gas phase. Source: the OMol25 dataset; level of theory: ωB97M-V/def2-TZVPD.

```
42
Properties=species:S:1:pos:R:3
C 0.085 -0.677 -2.427
C -1.313 -0.102 -2.274
O -1.371 0.569 -1.018
C -2.518 1.161 -0.688
N -3.557 1.045 -1.500
C -4.715 1.575 -1.139
C -4.916 2.224 0.065
C -3.830 2.363 0.916
C -2.596 1.854 0.541
C -1.425 2.029 1.433
O -1.487 2.039 2.639
O -0.297 2.183 0.735
C 0.927 2.305 1.445
C 1.978 1.353 0.864
O 3.010 1.793 0.400
N 1.681 0.035 0.919
C 0.480 -0.544 1.519
C 0.745 -2.055 1.605
C 1.953 -2.235 0.734
C 2.556 -3.395 0.303
C 3.692 -3.302 -0.491
C 4.207 -2.064 -0.833
C 3.609 -0.888 -0.401
C 2.474 -0.989 0.383
H 0.190 -1.129 -3.409
H 0.825 0.111 -2.317
H 0.275 -1.434 -1.670
H -1.536 0.617 -3.070
H -2.077 -0.886 -2.300
H -5.513 1.456 -1.860
H -5.884 2.619 0.327
H -3.915 2.874 1.864
H 0.756 2.118 2.512
H 1.303 3.324 1.312
H -0.376 -0.343 0.869
H 0.287 -0.106 2.500
H 0.967 -2.367 2.628
H -0.108 -2.637 1.257
H 2.152 -4.358 0.578
H 4.175 -4.202 -0.840
H 5.092 -2.006 -1.449
H 4.014 0.074 -0.663
```

Results
Structure (SMILES) = CCOc1ncccc1C(=O)OCC(=O)N1CCc2ccccc21
Net charge = 0
Orbital gap = 8.61 eV
E_HOMO = -8.3 eV

Model b:
A molecular structure, C18H18N2O4. Source: the OMol25 dataset; level of theory: ωB97M-V/def2-TZVPD.

```
42
Properties=species:S:1:pos:R:3
C 0.892 -0.077 -4.958
H 0.742 1.056 -4.696
O 1.120 -0.830 -3.771
C 0.437 -0.678 -2.749
C 0.824 -1.245 -1.736
C 0.292 -1.405 -0.523
C -0.747 -0.641 -0.360
C -1.513 0.049 -1.544
C -0.782 0.011 -2.752
H -1.107 0.627 -3.464
H -2.375 0.391 -1.507
N -1.728 -0.711 0.733
C -1.238 -1.221 1.881
C -0.139 -2.326 1.824
C 0.612 -2.216 0.556
O 1.892 -2.946 0.525
H 0.266 -2.723 2.672
C -1.872 -1.388 3.195
H -2.065 -0.471 3.723
H -1.452 -2.209 3.908
H -3.076 -1.639 2.960
C -2.411 0.295 1.125
H -3.289 0.027 1.917
H -2.918 0.675 0.288
C -1.943 1.511 1.661
O -1.719 1.844 3.015
N -0.806 2.339 0.855
H -0.993 1.677 -0.078
C 0.517 2.783 1.198
C 1.551 1.849 1.044
C 1.956 0.796 1.769
C 2.872 0.224 0.883
C 2.861 0.684 -0.233
O 2.026 1.855 -0.304
H 3.410 0.559 -1.222
H 3.496 -0.863 1.307
H 1.682 0.773 2.770
H 0.733 3.590 0.734
H 0.314 3.010 2.274
H 1.850 -2.244 -1.824
H 0.003 -0.367 -5.277
H 1.824 -0.424 -5.822
```

Results
Net charge = 0
Orbital gap = 7.42 eV
E_HOMO = -8.1 eV

Stability verdict: model a, ahead by 1804.9 kJ/mol